96
Properties=species:S:1:pos:R:3:forces:R:3:lowdin_charge:R:1 method="wB97M-V/def2-TZVPD" charge=0 homo_ha=-0.37061 de_lowest_ev=4.305 gap_ev=10.4 energy_ev=-42302.25364 smiles=CC(C)O.CC(C)O.CC(C)O.CC(C)O.CC(C)O.CC(C)O.CC(C)O.CC(C)O
C 6.230 -6.530 -5.191 0.7 1.1 -1.7 -0.077
C 4.872 -5.961 -4.864 -0.2 -1.3 2.2 -0.508
C 4.896 -5.361 -3.433 -1.0 0.4 -1.4 -0.052
O 4.403 -4.981 -5.805 0.7 -0.9 0.8 -0.035
H 6.145 -7.152 -6.082 0.1 -0.3 0.0 0.073
H 6.835 -7.043 -4.443 -0.6 0.0 0.3 0.084
H 6.786 -5.659 -5.538 0.6 0.1 0.1 0.078
H 4.243 -6.851 -4.862 -0.8 0.2 -0.1 0.125
H 5.121 -6.027 -2.600 0.7 -0.2 -0.5 0.078
H 3.888 -5.038 -3.173 0.0 0.5 -0.2 0.071
H 5.564 -4.512 -3.577 0.0 0.2 0.9 0.082
H 4.461 -5.451 -6.640 -0.2 0.2 -0.4 0.082
C 13.941 -11.814 -15.184 0.1 0.8 1.9 -0.083
C 14.586 -11.539 -16.518 -2.6 -0.4 -0.3 -0.520
C 13.590 -10.841 -17.467 0.7 -0.6 -0.4 -0.061
O 15.774 -10.800 -16.478 0.5 -0.5 0.1 -0.022
H 13.665 -10.888 -14.682 0.2 0.5 0.1 0.074
H 14.606 -12.317 -14.482 0.3 -0.1 -0.1 0.078
H 13.000 -12.359 -15.111 0.1 -0.3 -0.9 0.081
H 14.685 -12.555 -16.902 1.1 0.2 -0.6 0.134
H 14.132 -10.842 -18.414 -0.2 0.5 -0.2 0.074
H 13.332 -9.825 -17.169 0.1 0.0 0.1 0.078
H 12.689 -11.426 -17.649 -0.1 0.0 0.3 0.075
H 15.712 -10.145 -15.779 -0.1 0.1 0.1 0.092
C 8.721 -10.872 -12.044 -0.3 -0.5 0.1 -0.062
C 8.042 -11.082 -10.646 2.4 -0.5 -1.6 -0.501
C 9.119 -11.397 -9.583 -0.3 -0.1 -0.2 -0.059
O 7.322 -9.965 -10.276 -1.4 0.5 0.6 -0.039
H 9.570 -10.189 -12.080 0.3 -0.1 0.6 0.071
H 8.097 -10.461 -12.838 -0.7 -0.2 0.3 0.068
H 9.020 -11.866 -12.377 0.4 0.1 -0.2 0.072
H 7.402 -11.958 -10.755 -0.5 0.3 0.1 0.131
H 8.620 -11.751 -8.681 0.0 0.7 0.3 0.074
H 9.695 -10.478 -9.481 0.0 0.0 0.6 0.078
H 9.838 -12.193 -9.777 -0.1 -0.1 -0.7 0.073
H 7.823 -9.159 -10.419 0.2 0.0 0.0 0.092
C 14.969 -11.456 -5.884 1.3 -1.8 0.1 -0.037
C 16.317 -12.244 -6.140 1.1 0.1 1.5 -0.444
C 17.456 -11.592 -5.348 0.4 1.9 -1.0 -0.088
O 16.365 -13.605 -5.686 -2.0 -0.7 -0.2 -0.078
H 15.002 -10.426 -6.242 0.3 -0.1 0.0 0.074
H 14.864 -11.494 -4.800 -0.5 0.2 -0.1 0.076
H 14.161 -11.971 -6.403 -0.1 0.0 0.3 0.069
H 16.527 -12.294 -7.209 0.2 0.4 -0.1 0.126
H 17.384 -11.391 -4.279 -1.0 -0.5 0.1 0.082
H 17.531 -10.588 -5.765 0.5 0.3 -0.1 0.073
H 18.444 -12.043 -5.441 -0.1 -0.3 -0.5 0.075
H 17.222 -13.845 -5.325 0.0 0.5 -0.1 0.072
C 2.528 -13.870 -10.559 -0.3 0.7 -0.2 -0.057
C 1.145 -14.472 -10.712 -0.6 -0.2 0.8 -0.526
C 0.262 -13.852 -11.755 0.9 0.8 -1.5 -0.062
O 1.250 -15.840 -11.036 0.1 -0.9 -0.5 -0.051
H 3.087 -13.867 -11.495 0.0 -0.6 -0.1 0.084
H 3.056 -14.405 -9.769 0.2 0.1 -0.1 0.082
H 2.488 -12.805 -10.330 -0.2 0.0 0.5 0.081
H 0.600 -14.458 -9.768 0.2 0.4 0.5 0.129
H -0.617 -14.425 -12.050 0.1 0.0 0.5 0.084
H 0.908 -13.790 -12.631 -0.1 -0.3 -0.5 0.077
H 0.033 -12.794 -11.625 -0.3 -0.1 0.7 0.080
H 2.139 -16.155 -10.853 0.0 0.0 0.1 0.080
C 8.973 -3.438 -10.833 -0.7 0.9 -0.4 -0.066
C 8.089 -4.648 -11.187 2.0 0.1 -2.3 -0.499
C 8.794 -5.315 -12.398 0.4 -0.1 -0.2 -0.070
O 8.059 -5.513 -10.109 -0.5 -0.7 0.7 -0.034
H 8.525 -2.855 -10.028 0.2 -0.2 0.5 0.074
H 9.040 -2.692 -11.625 -0.3 -0.2 -0.4 0.074
H 10.018 -3.679 -10.636 -0.2 -0.5 0.4 0.085
H 7.113 -4.395 -11.602 -0.4 0.4 0.6 0.132
H 9.791 -5.679 -12.148 0.2 0.4 0.3 0.076
H 8.886 -4.553 -13.172 0.2 0.1 0.0 0.074
H 8.383 -6.165 -12.942 -0.9 -0.1 0.6 0.067
H 7.813 -4.978 -9.351 -0.1 -0.2 0.3 0.088
C 1.613 -5.281 -11.116 -0.8 -1.2 -0.2 -0.058
C 2.198 -6.668 -11.213 0.8 0.5 -0.9 -0.523
C 2.675 -6.995 -12.643 -0.4 0.3 -0.3 -0.056
O 3.312 -6.677 -10.379 1.2 -0.2 1.1 -0.053
H 2.334 -4.548 -11.478 -0.4 0.1 0.0 0.088
H 1.261 -5.112 -10.098 0.3 0.3 0.0 0.082
H 0.721 -5.436 -11.723 -0.2 1.1 -0.3 0.080
H 1.471 -7.386 -10.833 -0.2 -0.3 -0.3 0.132
H 3.279 -7.902 -12.667 -0.4 -0.4 -0.1 0.075
H 3.314 -6.249 -13.115 0.3 0.5 0.7 0.078
H 1.869 -7.000 -13.377 -0.3 -0.7 0.2 0.076
H 3.973 -7.279 -10.731 0.1 -0.1 0.1 0.080
C 11.914 -16.850 -5.920 0.7 0.2 0.0 -0.068
C 12.808 -18.096 -6.128 -2.2 0.3 -0.9 -0.464
C 11.976 -19.105 -6.975 0.8 -0.9 0.1 -0.055
O 13.933 -17.712 -6.894 0.3 -0.1 -0.4 -0.059
H 10.869 -16.966 -5.632 0.3 -0.6 0.6 0.074
H 11.822 -16.344 -6.881 0.3 0.0 -0.2 0.081
H 12.449 -16.193 -5.236 -0.3 0.4 0.1 0.071
H 13.189 -18.523 -5.200 -0.5 -0.1 0.2 0.128
H 10.888 -19.056 -7.019 0.0 0.8 0.5 0.068
H 12.148 -20.124 -6.631 0.3 -0.1 -0.2 0.065
H 12.296 -19.036 -8.015 0.2 0.0 0.0 0.076
H 14.259 -16.878 -6.548 0.1 0.1 0.1 0.081


90
Properties=species:S:1:pos:R:3:forces:R:3:lowdin_spin:R:1 method="wB97M-V/def2-TZVPD" s_squared=2.006 charge=0 homo_ha="-0.19645 / -0.23171" gap_ev="5.7 / 6.6" energy_ev=-88362.93701 multiplicity=3
Pt -0.759 0.145 0.126 -2.1 0.2 -0.9 1.398
C -2.629 0.664 -1.677 -2.0 1.3 -2.6 0.011
O -3.506 0.926 -2.515 -0.4 -0.1 0.0 0.044
O -2.493 -0.447 -1.119 -0.1 -4.6 1.9 0.184
O -1.749 1.486 -1.324 2.9 3.2 1.3 0.140
C 1.022 -0.719 3.096 -0.2 -0.3 1.4 0.001
C 1.231 -1.374 1.741 -1.0 -0.2 0.5 0.002
C 2.072 -2.645 1.800 1.1 0.4 -1.1 0.002
O 2.258 -3.058 0.431 -0.2 -0.2 -0.2 0.000
C 2.863 -4.319 0.173 -0.2 0.0 0.9 0.000
N -0.119 -1.703 1.160 1.9 0.2 0.5 0.030
H 1.923 -0.466 3.656 0.4 0.0 -0.4 0.000
H 0.500 -1.383 3.785 -0.1 -0.5 0.0 0.000
H 0.396 0.171 3.155 0.1 0.1 -1.0 0.000
H 1.719 -0.626 1.116 0.0 -0.3 -0.4 0.001
H 1.668 -3.461 2.400 -0.4 0.0 0.1 0.000
H 3.051 -2.370 2.192 0.2 -0.1 0.3 0.000
H 2.378 -5.119 0.731 -0.3 -0.1 0.2 0.000
H 3.908 -4.363 0.481 0.3 0.3 -0.1 0.000
H 2.772 -4.597 -0.877 0.0 0.5 0.0 0.000
H 0.071 -2.287 0.358 0.1 0.2 -1.0 0.001
H -0.523 -2.384 1.786 -0.8 0.3 0.6 0.005
C -0.852 -4.690 -1.001 0.2 -0.4 0.2 0.000
C -0.098 -3.753 -1.941 -0.9 -0.6 -0.6 0.000
C -0.475 -4.235 -3.369 0.6 0.5 -1.1 0.000
O -0.023 -3.364 -4.452 0.0 0.1 1.1 0.000
C -0.439 -3.821 -5.719 -0.5 -0.2 0.2 0.000
N -0.366 -2.363 -1.632 0.7 -1.1 -0.8 -0.001
H -0.352 -4.783 -0.037 0.0 0.1 0.1 0.000
H -0.954 -5.694 -1.413 0.3 -0.1 -0.1 0.000
H -1.884 -4.380 -0.840 0.1 0.4 0.0 0.000
H 0.986 -3.831 -1.851 0.1 -0.5 0.1 0.000
H -1.544 -4.401 -3.500 -0.3 0.2 0.2 0.000
H 0.007 -5.197 -3.546 0.1 -0.4 0.2 0.000
H -1.510 -4.024 -5.704 -0.2 -0.1 0.0 0.000
H 0.070 -4.745 -5.995 0.2 -0.2 -0.1 0.000
H -0.296 -3.077 -6.502 0.4 0.2 0.3 0.000
H 0.034 -1.967 -2.471 -0.5 1.3 0.3 0.000
H -1.347 -2.131 -1.581 -0.5 0.3 -0.3 -0.001
C 3.944 1.663 -0.497 0.4 0.8 0.6 0.000
O 2.938 1.960 -1.481 -0.2 -1.8 -0.7 0.003
P 2.036 0.785 -2.155 -1.4 0.2 0.5 0.010
O 0.932 0.268 -1.233 3.6 1.0 -3.5 0.050
O 1.571 1.506 -3.559 0.8 0.3 1.0 0.001
C 2.551 2.202 -4.470 0.3 -1.7 0.7 0.001
O 3.089 -0.356 -2.588 -0.1 0.8 0.3 0.005
C 2.697 -1.667 -3.039 -0.7 -0.1 -0.1 0.000
H 4.910 2.046 -0.825 -0.1 0.0 -0.4 0.000
H 4.113 0.628 -0.200 -0.6 -0.2 -0.4 0.000
H 3.707 2.246 0.393 -0.2 -0.1 0.1 0.000
H 2.172 3.064 -5.019 -0.7 -0.1 0.7 0.000
H 2.838 1.464 -5.220 -0.1 -0.1 0.0 0.000
H 3.456 2.442 -3.912 -0.2 0.3 0.1 0.000
H 3.180 -1.919 -3.983 0.2 0.4 0.1 0.000
H 1.621 -1.698 -3.209 0.2 0.0 -0.1 0.000
H 2.950 -2.433 -2.306 0.1 0.3 0.2 0.000
C -2.280 0.449 5.005 0.1 -2.0 -0.1 0.000
O -3.359 0.300 4.072 0.5 2.5 -2.3 0.003
P -3.175 1.267 2.719 -2.3 -0.5 -0.5 0.011
O -2.140 0.861 1.733 -1.3 1.0 2.6 0.046
O -4.677 1.137 2.118 1.3 1.3 0.7 0.001
C -5.201 0.020 1.404 0.1 -1.2 0.1 0.000
O -3.122 2.802 3.336 1.0 -2.3 -1.8 0.004
C -4.156 3.209 4.196 -0.7 -0.3 1.0 0.001
H -1.313 0.711 4.576 -0.2 0.7 -0.3 0.000
H -2.153 -0.618 5.192 0.4 0.2 1.3 0.000
H -2.564 1.055 5.865 0.1 -0.1 -0.1 0.000
H -4.605 -0.855 1.661 -0.1 -0.2 -0.1 0.000
H -5.221 0.081 0.315 0.5 0.7 0.0 0.000
H -6.231 -0.142 1.720 0.1 0.2 0.3 0.000
H -4.618 2.324 4.634 -0.4 0.1 0.0 0.000
H -4.905 3.812 3.682 0.1 -0.1 -0.1 0.000
H -3.735 3.772 5.029 0.2 0.2 -0.2 0.000
C 2.007 3.516 3.161 1.0 -1.4 1.9 0.000
O 1.948 3.904 1.844 -1.9 1.0 -3.0 0.004
P 0.645 3.412 0.982 -1.2 0.5 -2.0 0.005
O 0.457 1.932 0.998 1.0 2.4 0.7 0.033
O -0.684 4.202 1.542 1.6 -0.4 -0.5 0.001
C -0.676 5.632 1.448 -0.2 1.3 0.6 0.000
O 0.875 4.168 -0.485 -0.1 -1.3 2.4 0.001
C -0.066 4.164 -1.590 -0.1 0.6 -1.4 0.000
H 1.051 3.352 3.658 -0.2 0.1 -0.2 0.000
H 2.612 4.192 3.766 -0.2 0.5 -0.3 0.000
H 2.583 2.591 3.172 -0.2 -0.4 0.3 0.000
H 0.112 6.094 0.853 0.2 -0.6 -0.2 0.000
H -0.609 6.099 2.430 0.3 -0.5 0.4 0.000
H -1.604 6.075 1.087 -0.3 -0.9 -0.4 0.000
H 0.062 5.104 -2.128 0.4 0.4 0.4 0.000
H -1.145 4.120 -1.446 0.2 -0.6 1.1 0.000
H 0.175 3.440 -2.369 0.2 -0.6 0.7 0.000


56
Properties=species:S:1:pos:R:3:forces:R:3:lowdin_charge:R:1 method="wB97M-V/def2-TZVPD" charge=-1 homo_ha=-0.20722 de_lowest_ev=0.000 gap_ev=8.2 energy_ev=-66482.35774
Li 0.033 0.507 -1.196 -0.2 -0.1 0.0 0.477
O 1.804 6.234 -1.676 0.1 0.0 0.0 0.052
C 1.315 4.962 -1.591 0.0 0.0 0.0 -0.292
C -0.027 4.711 -1.335 0.0 0.0 0.0 0.054
C -0.438 3.392 -1.260 0.0 -0.1 0.0 -0.178
N 0.413 2.397 -1.447 0.1 0.0 0.0 0.076
C 1.699 2.630 -1.677 0.0 0.0 0.0 -0.178
C 2.212 3.911 -1.755 0.0 0.0 0.0 0.064
C 2.534 1.352 -1.777 0.1 0.0 0.0 -0.629
O 3.769 1.463 -1.790 0.0 -0.1 -0.1 -0.014
O 1.857 0.279 -1.786 0.1 0.0 0.1 -0.142
C -1.875 2.952 -0.917 0.2 0.2 0.0 -0.664
O -2.704 3.862 -0.805 -0.1 0.0 0.0 -0.013
O -2.003 1.710 -0.766 -0.1 -0.1 0.0 -0.117
H 1.077 6.848 -1.540 0.0 0.0 0.0 0.099
H -0.756 5.500 -1.186 0.0 0.0 0.0 0.121
H 3.265 4.083 -1.927 0.0 0.0 0.0 0.124
C 0.890 -0.517 2.842 0.0 0.0 0.0 -0.300
P -0.123 0.163 1.469 0.0 0.0 -0.2 0.877
C -0.472 1.840 2.119 0.0 0.0 0.1 -0.268
C -1.736 -0.679 1.762 0.0 0.0 0.0 -0.367
C -2.293 -0.661 3.043 0.0 0.0 0.0 -0.100
C -3.498 -1.281 3.318 0.0 0.0 0.0 -0.088
C -4.173 -1.943 2.300 0.0 0.0 0.0 -0.088
C -3.634 -1.965 1.027 0.0 0.0 0.0 -0.101
C -2.423 -1.338 0.731 0.1 0.0 0.1 -0.365
P -1.770 -1.393 -0.997 0.1 0.2 0.0 0.869
C -3.263 -0.927 -1.954 0.0 0.0 0.0 -0.284
C -1.700 -3.201 -1.278 -0.1 -0.1 0.0 -0.294
H 0.422 -0.383 3.820 0.0 0.0 0.0 0.028
H 1.850 0.004 2.848 0.0 0.0 0.0 0.038
H 1.071 -1.578 2.663 0.0 0.0 0.0 -0.024
H -0.749 1.821 3.175 0.0 0.0 0.0 0.033
H -1.284 2.267 1.534 0.0 0.0 0.0 0.029
H 0.416 2.462 1.993 0.0 0.0 0.0 0.042
H -1.774 -0.148 3.844 0.0 0.0 0.0 0.089
H -3.910 -1.251 4.319 0.0 0.0 0.0 0.098
H -5.116 -2.437 2.501 0.0 0.0 0.0 0.098
H -4.171 -2.482 0.241 0.0 0.0 0.0 0.088
H -4.120 -1.571 -1.751 0.0 0.0 0.0 0.027
H -3.018 -0.991 -3.016 0.0 0.0 0.0 0.036
H -3.491 0.111 -1.711 0.0 0.0 0.0 0.026
H -2.648 -3.696 -1.054 0.0 0.0 0.0 0.032
H -0.909 -3.627 -0.660 0.0 0.0 0.0 -0.031
H -1.444 -3.382 -2.324 0.0 0.0 0.0 0.036
S 1.302 -3.859 1.023 0.2 0.1 -0.2 0.571
C 2.660 -3.388 0.159 -0.1 0.3 0.2 -0.838
N 2.859 -2.035 -0.125 -0.1 -0.5 -0.3 0.089
C 3.896 -1.574 -0.844 0.3 -0.1 -0.1 -0.041
C 4.855 -2.463 -1.255 -0.1 0.2 0.0 -0.048
C 4.635 -3.806 -0.944 0.1 -0.1 0.0 -0.148
N 3.602 -4.264 -0.282 -0.2 0.0 0.1 0.045
H 2.095 -1.405 0.102 0.0 0.1 -0.1 0.095
H 3.933 -0.519 -1.103 -0.2 0.0 0.1 0.097
H 5.706 -2.136 -1.832 0.0 0.0 0.0 0.099
H 5.350 -4.558 -1.272 0.0 0.0 0.0 0.105